Here is a molecular structure, C37H40MnOP2 in a non-equilibrium geometry from the OMol25 dataset. Energies are from ωB97M-V/def2-TZVPD.

Calculated values
Relative energy (zero: lowest compared OMol25 entry of this formula, charge and spin) ... 110.7 kcal/mol
<S²> ... 8.9735
Molecular weight ... 617.6 g mol⁻¹
Total energy ... -3342.37027 hartree
Gap between HOMO and LUMO (alpha / beta) ... 5.885 / 6.112 eV
Spin multiplicity ... 6

Geometry as XYZ:
```
81
C37H40MnOP2 | the OMol25 dataset | ωB97M-V/def2-TZVPD
Mn 0.804 -0.981 1.605
C -2.046 -0.204 5.616
C -2.509 -0.230 4.450
C -2.982 0.919 3.631
C -1.997 1.746 2.832
C -0.575 1.989 3.376
C -0.340 2.531 4.552
C -1.375 2.404 5.566
C -1.764 1.076 6.311
C 1.794 -0.071 3.763
H -1.711 -1.056 6.325
H -2.684 -1.202 3.993
H -3.763 1.640 4.054
H -3.585 0.440 2.850
H -1.820 1.234 1.854
H -2.441 2.751 2.650
H 0.084 2.234 2.506
H 0.772 2.294 5.014
H -2.335 2.860 5.252
H -0.926 3.007 6.383
H -1.003 0.899 7.090
H -2.721 1.377 6.786
H 1.713 0.263 4.841
H 2.386 0.781 3.227
H 2.531 -0.931 3.769
P -0.161 -1.619 -2.570
P 1.479 0.636 -2.820
C -1.023 -0.163 -3.031
C -0.174 0.852 -3.431
C -0.693 -2.892 -3.818
C -1.840 -2.737 -4.610
C -2.230 -3.734 -5.536
C -1.386 -4.890 -5.701
C -0.269 -5.054 -4.866
C 0.071 -4.085 -3.937
C -1.101 -2.050 -1.058
C -0.735 -1.271 0.064
C -1.332 -1.588 1.304
C -2.416 -2.435 1.311
C -2.733 -3.178 0.206
C -2.113 -2.969 -1.022
C 2.360 1.155 -4.380
C 2.197 0.254 -5.475
C 2.710 0.612 -6.727
C 3.435 1.811 -6.881
C 3.640 2.655 -5.772
C 3.078 2.335 -4.539
C 1.792 2.097 -1.723
C 3.032 2.195 -1.075
C 3.356 3.292 -0.317
C 2.451 4.347 -0.177
C 1.196 4.256 -0.815
C 0.859 3.134 -1.566
H -2.137 0.014 -2.902
H -0.455 1.661 -4.151
H -2.483 -1.843 -4.487
H -3.158 -3.675 -6.127
H -1.633 -5.638 -6.461
H 0.351 -5.981 -4.939
H 0.915 -4.243 -3.253
H 0.024 -0.495 -0.011
H -1.096 -1.060 2.297
H -3.049 -2.569 2.210
H -3.462 -3.943 0.258
H -2.393 -3.488 -1.925
H 1.670 -0.721 -5.358
H 2.556 -0.060 -7.614
H 3.866 2.050 -7.867
H 4.239 3.549 -5.860
H 3.199 2.993 -3.696
H 3.758 1.395 -1.232
H 4.333 3.349 0.161
H 2.709 5.226 0.388
H 0.504 5.102 -0.717
H -0.109 3.070 -2.091
C 0.968 -1.743 6.059
C 0.400 -1.610 4.558
O 0.201 -2.737 4.072
H 0.350 -1.158 6.762
H 2.007 -1.364 6.200
H 0.972 -2.815 6.391
```



Here is a molecular structure, C37H40N4OTeV in a non-equilibrium geometry from the OMol25 dataset. Energies are from ωB97M-V/def2-TZVPD.

Calculated values
<S²> ... 3.7592
Total charge ... +2
Molecular weight ... 735.3 g mol⁻¹
Total energy ... -2939.80945 hartree
Gap between HOMO and LUMO (alpha / beta) ... 7.247 / 7.691 eV
Spin multiplicity ... 4

Geometry as XYZ:
```
84
C37H40N4OTeV | the OMol25 dataset | ωB97M-V/def2-TZVPD
V -0.997 -2.853 -0.240
C -2.635 -0.100 -1.458
C -3.103 -0.538 -0.107
C -3.983 0.254 0.628
C -4.434 -0.189 1.850
C -4.023 -1.434 2.317
C -3.146 -2.166 1.553
N -2.668 -1.707 0.367
C -2.662 -3.526 1.950
C -3.115 -4.263 3.028
C -2.520 -5.492 3.282
C -1.478 -5.948 2.488
C -1.081 -5.175 1.410
N -1.715 -4.028 1.146
C 0.049 -5.492 0.476
C 0.849 -6.596 0.658
C 1.868 -6.838 -0.256
C 2.026 -5.984 -1.324
C 1.190 -4.877 -1.449
C 1.337 -3.925 -2.598
N 0.238 -4.620 -0.548
H -3.488 -0.009 -2.131
H -2.148 0.873 -1.407
H -1.937 -0.812 -1.906
H -4.293 1.211 0.231
H -5.109 0.417 2.439
H -4.388 -1.816 3.258
H -3.911 -3.897 3.659
H -2.862 -6.092 4.114
H -0.996 -6.887 2.712
H 0.683 -7.271 1.484
H 2.519 -7.693 -0.134
H 2.792 -6.155 -2.068
H 1.715 -4.445 -3.476
H 0.382 -3.467 -2.865
H 2.045 -3.130 -2.355
C 1.864 -0.922 2.323
C 0.752 -0.982 1.306
O 0.246 -2.146 1.128
N 0.255 0.006 0.604
Te 1.018 1.807 0.917
C -0.621 2.976 0.360
C -0.857 3.432 -0.944
C -0.152 2.922 -2.173
C -1.831 4.411 -1.116
C -2.547 4.946 -0.053
C -3.558 6.037 -0.265
C -2.306 4.443 1.221
C -1.353 3.462 1.455
C -1.189 2.970 2.875
C 2.434 2.119 -0.606
C 3.148 3.305 -0.447
C 2.824 4.392 0.552
C 4.223 3.551 -1.298
C 4.604 2.655 -2.280
C 5.768 2.931 -3.188
C 3.856 1.486 -2.416
C 2.773 1.188 -1.606
C 2.037 -0.098 -1.905
H 1.887 -1.854 2.880
H 1.737 -0.092 3.019
H 2.831 -0.799 1.830
H 0.048 1.852 -2.114
H 0.804 3.422 -2.332
H -0.767 3.103 -3.053
H -2.031 4.768 -2.119
H -3.788 6.172 -1.319
H -3.174 6.984 0.119
H -4.485 5.824 0.267
H -2.882 4.820 2.058
H -2.144 3.041 3.393
H -0.470 3.576 3.430
H -0.877 1.926 2.945
H 1.935 4.224 1.166
H 2.651 5.329 0.023
H 3.662 4.548 1.232
H 4.771 4.480 -1.184
H 6.226 3.892 -2.967
H 5.453 2.936 -4.232
H 6.531 2.158 -3.083
H 4.122 0.782 -3.197
H 2.256 -0.408 -2.926
H 0.959 -0.011 -1.788
H 2.360 -0.893 -1.225
```